*A*
The following is a DFT calculation (ωB97M-V/def2-TZVPD) of the molecule CH6N4.

ORCA input file:
```
! wB97M-V def2-TZVPD RIJCOSX def2/J DEFGRID3
* xyz 0 1
N -2.23 0.05 0.09
N -1.09 -0.47 0.00
C -0.03 0.27 -0.15
N 1.08 -0.55 -0.40
N 2.23 -0.09 0.13
H -2.96 -0.86 0.36
H -2.44 0.47 -0.84
H -0.25 1.35 -0.03
H 0.77 -1.36 0.30
H 2.57 0.71 -0.51
H 2.34 0.48 1.04
*
```

Values from the calculation:
Orbital gap ... 9.05 eV
Molecular weight ... 74.1 g mol⁻¹
HOMO level ... -7.976 eV

These are the Löwdin partial charges, in e, on atoms 1 to 6: N -0.09; N -0.18; C -0.22; N -0.17; N -0.12; H 0.18

***

*B*
The following is a DFT calculation (ωB97M-V/def2-TZVPD) of the molecule CH6N4.

ORCA input file:
```
! wB97M-V def2-TZVPD RIJCOSX def2/J DEFGRID3
* xyz 0 1
H 0.17 -0.47 -1.85
N -0.82 0.12 -1.93
N -1.03 0.62 -0.84
C 0.00 0.47 0.21
N 1.13 -0.39 -0.38
N -0.56 -0.06 1.41
H 0.40 1.48 0.39
H 2.01 -0.15 0.04
H 0.95 -1.37 -0.20
H -1.11 0.62 1.92
H -1.12 -0.89 1.23
*
```

Values from the calculation:
Orbital gap ... 9.33 eV
Molecular weight ... 74.1 g mol⁻¹
HOMO level ... -8.427 eV

These are the Löwdin partial charges, in e, on atoms 1 to 6: H 0.09; N 0.01; N -0.09; C -0.48; N 0.00; N 0.04

***

*C*
The following is a DFT calculation (ωB97M-V/def2-TZVPD) of the molecule CH6N4.

ORCA input file:
```
! wB97M-V def2-TZVPD RIJCOSX def2/J DEFGRID3
* xyz 0 1
H 3.38 0.71 -0.57
N 2.89 0.15 0.09
N 1.77 -0.05 -0.44
N 0.84 -0.80 0.20
N -0.52 -0.88 -0.11
C -1.22 0.37 0.11
H 1.02 -1.41 1.01
H -0.69 -1.26 -1.01
H -0.87 0.82 1.10
H -1.13 1.17 -0.62
H -2.28 0.28 0.54
*
```

Values from the calculation:
Orbital gap ... 10.52 eV
Molecular weight ... 74.1 g mol⁻¹
HOMO level ... -9.283 eV

These are the Löwdin partial charges, in e, on atoms 1 to 6: H 0.01; N 0.02; N -0.11; N -0.13; N -0.11; C -0.15

***

*D*
The following is a DFT calculation (ωB97M-V/def2-TZVPD) of the molecule CH6N4.

ORCA input file:
```
! wB97M-V def2-TZVPD RIJCOSX def2/J DEFGRID3
* xyz 0 1
N -1.80 -0.53 -0.11
N -1.36 0.75 -0.08
C -0.10 0.86 0.15
N 0.64 -0.38 0.24
N 1.90 -0.22 -0.24
H -1.35 -1.09 0.54
H -2.90 -0.72 -0.23
H 0.38 1.79 0.11
H 0.15 -1.14 -0.35
H 2.44 -0.11 0.70
H 2.02 0.81 -0.72
*
```

Values from the calculation:
Orbital gap ... 9.50 eV
Molecular weight ... 74.1 g mol⁻¹
HOMO level ... -8.379 eV

These are the Löwdin partial charges, in e, on atoms 1 to 6: N -0.06; N -0.07; C -0.22; N -0.19; N -0.08; H 0.03

***

Energies relative to the most stable structure, in hartree: *A* 0.1071; *B* 0.0000; *C* 0.0559; *D* 0.0533.